<one>
{
  "formula": "C5H37NO15",
  "method": "ωB97M-V/def2-TZVPD",
  "species": ["O", "O", "O", "O", "O", "O", "O", "O", "O", "O", "O", "O", "O", "O", "O", "N", "C", "C", "C", "C", "C", "H", "H", "H", "H", "H", "H", "H", "H", "H", "H", "H", "H", "H", "H", "H", "H", "H", "H", "H", "H", "H", "H", "H", "H", "H", "H", "H", "H", "H", "H", "H", "H", "H", "H", "H", "H", "H"],
  "coordinates": [[1.57543, -2.35851, 3.24606], [-0.78378, 4.07774, -1.76464], [5.33457, 1.64050, -0.46593], [3.30858, -3.22430, 1.03763], [-3.95829, -1.89661, -0.08552], [2.64616, -3.39905, -1.49393], [-2.62307, -0.29325, -2.79615], [2.92617, 0.72248, 4.51127], [0.47859, -1.46909, -0.41093], [-0.06998, -0.97228, -4.08692], [-1.30331, -2.61904, 0.23729], [-1.32486, 1.43888, -4.92332], [0.95813, 1.12507, -2.38577], [-3.30496, 2.77629, -1.92183], [2.07796, 0.79137, 1.41597], [-1.05188, -0.14198, 1.90379], [-2.24428, 0.77861, 2.49650], [-1.70025, 1.51832, 3.69460], [-0.82893, 2.70503, 3.27092], [-0.74537, -1.53243, 0.11838], [-1.39908, -0.23837, 0.44147], [-2.54298, -0.27456, 0.41179], [4.80065, 1.06512, -0.92694], [-2.77086, 1.40222, 1.75556], [-2.36130, 3.09282, -1.89910], [-0.92023, 2.17016, -5.19788], [-0.90025, 4.90859, -1.24146], [1.62614, 0.54162, -2.83947], [0.79701, -2.34436, -0.91126], [-0.97622, 0.51212, -0.32671], [-1.04826, 1.49987, -4.02350], [2.43700, 0.03738, 1.86048], [-0.56246, 3.44686, -1.10627], [5.09564, 2.66445, -0.71335], [-3.08974, 1.86959, -2.11082], [-0.31352, -0.30763, -4.83194], [0.77766, -2.01050, 2.96642], [2.70550, 1.14024, 0.85099], [0.12529, 2.76470, 3.90426], [-3.01842, 0.10477, 2.91151], [-2.62026, 1.97717, 4.27411], [-3.02808, -2.00203, 0.32202], [-1.20325, 0.82048, 4.42141], [-3.22619, -0.96925, -2.28014], [2.96319, -3.30155, -0.60615], [2.72042, -2.77227, 1.56685], [-0.22420, 0.35840, 1.99804], [3.82442, 0.36275, 4.30335], [-4.12352, -2.81616, -0.31981], [0.80971, 0.51965, -1.66487], [3.31279, -4.21428, 1.20901], [-0.36424, 2.53817, 2.35932], [-2.85986, -0.24804, -3.68343], [1.75238, -2.25079, 4.19506], [3.24512, -3.13038, -2.05832], [-0.85236, -1.21557, -3.62387], [-1.37475, 3.69316, 2.97102], [2.75999, 1.25232, 3.72020]],
  "homo_lumo_gap_ev": 9.77,
  "e_homo_ev": -9.9168
}

---

<two>
{
  "formula": "C5H37NO15",
  "method": "ωB97M-V/def2-TZVPD",
  "species": ["O", "O", "O", "O", "O", "O", "O", "O", "O", "O", "O", "O", "O", "O", "O", "N", "C", "C", "C", "C", "C", "H", "H", "H", "H", "H", "H", "H", "H", "H", "H", "H", "H", "H", "H", "H", "H", "H", "H", "H", "H", "H", "H", "H", "H", "H", "H", "H", "H", "H", "H", "H", "H", "H", "H", "H", "H", "H"],
  "coordinates": [[3.34198, -1.85739, 3.48160], [-0.95116, 0.30475, -2.34719], [4.01290, -0.31683, 0.76874], [-0.69390, 3.12961, -1.62217], [-2.10168, -0.07076, 3.41664], [0.22833, 0.94878, 2.91747], [1.13585, -0.54213, -4.25177], [-1.81238, 2.87753, 2.00020], [2.97793, 0.37941, -2.81204], [-2.62658, -2.55693, 1.90712], [2.36811, 3.45691, -2.62304], [3.51758, 2.11670, 3.25096], [-4.47635, -0.44315, -0.59719], [-0.58818, -4.13960, 1.83878], [2.28276, 1.61649, -0.51164], [0.33656, -0.61311, -0.72188], [-3.64233, -1.49296, -2.72160], [-3.41495, -0.52669, -1.49016], [-2.14432, -0.90712, -0.69801], [-0.90707, -0.47348, -1.36072], [0.58554, -1.66903, 0.29683], [-2.88259, -2.22691, 2.70878], [0.06895, -2.67550, 0.40381], [3.69867, 0.85589, -3.32972], [2.79217, 1.49744, -1.31830], [1.43050, 3.17445, -2.54860], [-1.51092, 0.58181, 3.74849], [-3.84853, -2.55538, -2.37088], [-5.31451, -0.77228, -0.78104], [2.30990, 0.00580, -3.31453], [-2.09823, -1.94761, -0.20878], [-0.78625, 2.43579, -1.02345], [-2.77314, -1.40807, -3.38603], [-3.37583, 0.55426, -1.70725], [-3.05921, 0.13548, 3.58360], [1.47787, -2.15755, 0.05749], [2.93205, 1.32523, 3.44677], [2.91384, 1.95118, 0.09365], [4.18301, 1.84960, 2.62879], [4.10847, -2.54458, 3.19208], [0.38999, 0.64434, 2.10187], [-1.23145, -3.89961, 2.60603], [0.65431, -1.20296, 1.35965], [-1.95217, 3.74317, 2.47286], [3.51557, -0.05618, 0.17133], [0.37849, 0.00745, -4.27636], [-2.23658, -0.10213, 0.19815], [0.82171, -1.13710, -4.91109], [3.48119, -1.78157, 4.40117], [-1.01437, -4.91114, 1.36220], [-0.11455, 1.79588, 2.72471], [-1.95936, 3.08024, 1.00075], [-0.40135, 2.73730, -2.42387], [-4.55741, -1.12170, -3.22544], [3.64401, -0.66499, 1.55719], [-1.89526, -1.98911, 1.69321], [2.89752, 2.67457, -3.01040], [1.17462, -0.41515, -1.31363]],
  "homo_lumo_gap_ev": 9.72,
  "e_homo_ev": -9.5030
}

---

<one> has the most favorable energy; the next structure is 27.4 kcal/mol above.

---

<one>
{
  "formula": "C6H9NO",
  "method": "ωB97M-V/def2-TZVPD",
  "species": ["O", "N", "C", "C", "C", "C", "C", "C", "H", "H", "H", "H", "H", "H", "H", "H", "H"],
  "coordinates": [[-0.96668, -1.23728, 0.53228], [-1.98316, -0.36468, -0.15549], [1.68551, -0.61522, 0.48071], [0.23855, -0.94180, -0.05283], [-1.28422, 0.65500, -0.67797], [1.70948, 0.26374, -0.75900], [0.18156, 0.48129, -0.29339], [-0.00931, 1.39171, 0.78750], [1.90224, -0.48842, -1.62076], [-0.79236, 1.23073, 1.48537], [0.91979, 1.65244, 1.31259], [0.16336, -1.24999, -1.17277], [-1.90465, 1.62583, -1.20388], [-0.31403, 2.44450, 0.51523], [2.10298, 1.17935, -0.90418], [2.35436, -1.38705, 0.04158], [2.05434, 0.03527, 1.46682]],
  "homo_lumo_gap_ev": 10.26,
  "e_homo_ev": -9.4090
}

---

<two>
{
  "formula": "C6H9NO",
  "method": "ωB97M-V/def2-TZVPD",
  "species": ["O", "N", "C", "C", "C", "C", "C", "C", "H", "H", "H", "H", "H", "H", "H", "H", "H"],
  "coordinates": [[-2.72385, -0.49438, 0.08874], [1.83198, 0.43552, -0.52382], [-1.91764, 0.61329, 0.34703], [-0.25943, -1.06365, -0.24040], [2.14128, -0.23309, 0.84978], [-0.48141, 0.24451, -0.07420], [1.36130, -0.94647, -0.24997], [0.63012, 1.26886, -0.35120], [-1.87020, 0.98288, 1.43104], [0.37803, 1.67240, -1.42781], [-2.78352, -0.65265, -1.05270], [-0.70874, -2.07510, 0.01743], [1.92704, -1.77593, -0.69229], [0.78871, 2.11149, 0.40496], [-2.54633, 1.51530, -0.02944], [3.26681, -0.31353, 0.85871], [1.66982, 0.14085, 1.76069]],
  "smiles": "OCC1=C[C@@H]2CN2C1",
  "homo_lumo_gap_ev": 9.44,
  "e_homo_ev": -8.7160
}

---

<two> has the most favorable energy; the next structure is 73.9 kcal/mol above.

---

<one>
{
  "formula": "C6H9NO",
  "method": "ωB97M-V/def2-TZVPD",
  "species": ["O", "N", "C", "C", "C", "C", "C", "C", "H", "H", "H", "H", "H", "H", "H", "H", "H"],
  "coordinates": [[1.47176, -1.17030, 0.27999], [-0.57673, 1.32890, 0.09109], [0.06800, 0.39794, 0.88819], [0.12190, -0.76615, 0.06998], [2.05697, 0.02113, -0.34292], [-1.30481, -1.17389, 0.13711], [-1.65648, 0.32934, -0.36535], [1.04789, 1.13181, 0.10367], [2.05816, -0.08866, -1.42922], [-2.56298, 0.79512, 0.18214], [1.43415, 2.19485, 0.22643], [0.15960, -0.56483, -0.97124], [3.05403, 0.12657, 0.12820], [-1.82761, -1.30604, 1.18268], [-1.68516, 0.30876, -1.47862], [-0.12314, 0.22888, 1.95558], [-1.73556, -1.79345, -0.65771]],
  "smiles": "C1CN2[C@H]3[C@H]1OC[C@H]32",
  "homo_lumo_gap_ev": 10.00,
  "e_homo_ev": -8.9257
}

---

<two>
{
  "formula": "C6H9NO",
  "method": "ωB97M-V/def2-TZVPD",
  "species": ["O", "N", "C", "C", "C", "C", "C", "C", "H", "H", "H", "H", "H", "H", "H", "H", "H"],
  "coordinates": [[2.24891, -0.27138, -0.42130], [-1.21401, -2.33028, -0.75681], [-0.81270, -1.19285, -0.36570], [0.35979, -0.57389, 1.93766], [-1.39213, 1.40570, -1.04940], [-0.77144, 0.18293, -0.49563], [-0.13223, -0.39069, 0.69601], [1.24294, 0.63883, -0.37775], [-1.16617, 2.28789, -0.44938], [2.39262, -0.59895, 0.48372], [-2.47593, 1.27021, -1.06801], [1.21303, -0.17912, 2.47661], [-0.05945, -1.23827, 2.68325], [-0.82233, -3.08051, -0.18674], [-1.06981, 1.59232, -2.07907], [1.11954, 1.03377, -1.38068], [1.33938, 1.44431, 0.35322]],
  "homo_lumo_gap_ev": 7.26,
  "e_homo_ev": -6.9930
}

---

<three>
{
  "formula": "C6H9NO",
  "method": "ωB97M-V/def2-TZVPD",
  "species": ["O", "N", "C", "C", "C", "C", "C", "C", "H", "H", "H", "H", "H", "H", "H", "H", "H"],
  "coordinates": [[-0.16925, 1.46424, 0.29193], [1.18170, -0.19483, -0.44612], [0.00062, 0.24740, 0.01389], [2.17924, -0.93497, 0.34494], [-2.27479, -0.22772, 0.71395], [2.43753, 0.40606, -0.16492], [-2.25878, -0.05573, -0.79308], [-1.08595, -0.69670, -0.07294], [-2.19771, 0.70265, 1.24169], [2.60550, -1.82186, -0.14616], [3.14481, 0.61380, -0.98599], [-2.14054, 0.92932, -1.21545], [-2.82232, -0.76397, -1.34027], [1.94998, -0.97834, 1.38694], [-0.86218, -1.81563, -0.11231], [2.31945, 1.34827, 0.47680], [-2.90212, -0.99435, 1.23114]],
  "smiles": "O=C(C1CC1)N1CC1",
  "homo_lumo_gap_ev": 10.65,
  "e_homo_ev": -9.6343
}

---

<four>
{
  "formula": "C6H9NO",
  "method": "ωB97M-V/def2-TZVPD",
  "species": ["O", "N", "C", "C", "C", "C", "C", "C", "H", "H", "H", "H", "H", "H", "H", "H", "H"],
  "coordinates": [[0.29750, -2.17657, -0.14268], [-0.25150, -0.08603, -0.95507], [-1.04994, -1.71243, 2.17990], [-1.16518, -0.81368, 1.16153], [0.04311, 1.33630, -0.83173], [-0.17791, -1.08809, -0.00619], [0.45412, 0.35488, -2.10038], [1.16053, 1.33345, 0.15317], [-0.34579, -2.41441, 2.01104], [-0.72293, 2.15926, -1.09987], [0.92255, 1.58953, 1.25704], [-2.12601, 0.01239, 0.81568], [-1.61940, -1.35732, 3.07528], [-0.22038, 0.63499, -3.06947], [1.49603, -0.03941, -2.23330], [1.56653, 0.18708, 0.21539], [1.73866, 2.08008, -0.43034]],
  "smiles": "C=CC(=O)N1C[C@@H]1C",
  "homo_lumo_gap_ev": 9.84,
  "e_homo_ev": -9.0174
}

---

<three> has the most favorable energy; the next structure is 63.9 kcal/mol above.

---

<one>
{
  "formula": "C6H9NO",
  "method": "ωB97M-V/def2-TZVPD",
  "species": ["O", "N", "C", "C", "C", "C", "C", "C", "H", "H", "H", "H", "H", "H", "H", "H", "H"],
  "coordinates": [[0.67922, 0.46942, -2.85832], [0.84224, -0.62204, 1.23360], [-1.50284, -1.14184, 1.06671], [-0.68021, 1.14433, 0.49542], [0.65305, 0.70761, -1.68193], [-0.49403, -0.29561, 0.83148], [1.17391, -1.59068, 1.94931], [-0.54927, 1.34548, -1.03151], [0.04635, 1.79523, 0.99038], [0.50083, -2.33053, 2.40895], [-1.42810, 0.97842, -1.57305], [2.18541, -1.76338, 2.31831], [-1.24681, -2.09970, 1.49405], [-1.62239, 1.54481, 0.87079], [-2.53507, -0.93964, 0.82295], [-0.65071, 2.41929, -1.24710], [1.52424, 0.57799, -1.02890]],
  "smiles": "C=NC(=C)CCC=O",
  "homo_lumo_gap_ev": 9.75,
  "e_homo_ev": -9.4764
}

---

<two>
{
  "formula": "C6H9NO",
  "method": "ωB97M-V/def2-TZVPD",
  "species": ["O", "N", "C", "C", "C", "C", "C", "C", "H", "H", "H", "H", "H", "H", "H", "H", "H"],
  "coordinates": [[-0.01633, 2.35263, 0.00620], [0.64586, -1.07567, -0.23489], [0.47949, 1.24053, -0.01795], [-0.31600, -0.00522, -0.03543], [-1.03444, -0.20011, 1.31843], [1.90463, -0.54330, -0.06386], [1.87156, 0.80463, 0.02808], [-1.27988, -0.01146, -1.23097], [-1.92447, -0.87086, -1.10891], [-0.35158, -0.34908, 2.15839], [-0.72194, -0.10703, -2.14940], [2.69879, 1.49129, -0.06460], [2.77457, -1.20343, -0.21577], [-1.67183, -1.09205, 1.20759], [-1.85473, 0.89759, -1.23036], [0.45253, -2.00632, 0.09853], [-1.65623, 0.67786, 1.53495]],
  "smiles": "CC1(C)NC=CC1=O",
  "homo_lumo_gap_ev": 9.49,
  "e_homo_ev": -8.6670
}

---

<three>
{
  "formula": "C6H9NO",
  "method": "ωB97M-V/def2-TZVPD",
  "species": ["O", "N", "C", "C", "C", "C", "C", "C", "H", "H", "H", "H", "H", "H", "H", "H", "H"],
  "coordinates": [[-0.74936, 1.44444, 0.74765], [-1.33997, -0.48107, -0.66884], [1.66552, -1.08737, 1.21651], [-0.63229, -1.42630, 0.33581], [0.58935, 1.39098, -1.12404], [-0.23594, 0.18583, -1.31032], [0.58056, -0.58323, 0.70138], [0.30452, 0.74483, 0.14337], [-1.46789, 0.79586, 0.67986], [1.92450, -2.16062, 1.47548], [0.51979, -0.62241, -1.61888], [2.44078, -0.41204, 1.46687], [-1.81386, -0.94626, -1.43143], [0.11815, 2.35976, -1.02071], [-0.28994, -2.33247, -0.17081], [1.60841, 1.42885, -1.64168], [-1.29555, -1.64713, 1.18583]],
  "smiles": "C=C1CN[C@H]2C[C@]12O",
  "homo_lumo_gap_ev": 9.06,
  "e_homo_ev": -8.1769
}

---

<four>
{
  "formula": "C6H9NO",
  "method": "ωB97M-V/def2-TZVPD",
  "species": ["O", "N", "C", "C", "C", "C", "C", "C", "H", "H", "H", "H", "H", "H", "H", "H", "H"],
  "coordinates": [[0.42072, 2.48264, 2.72356], [0.57017, -1.83517, 1.12825], [-1.01980, -0.25518, 0.19376], [0.52400, 0.00986, -2.01286], [-1.41748, 0.59816, -0.83732], [0.93925, -0.87068, -1.05850], [-0.66129, 0.76234, -1.98448], [0.15064, -1.00053, 0.11672], [0.92191, 2.10886, 1.97277], [1.15743, -2.61286, 0.90797], [1.84305, -1.45593, -1.13899], [-2.38315, 1.05238, -0.64521], [1.15641, 0.09086, -2.89334], [0.09219, -1.88218, 2.00820], [0.21601, 1.69902, 3.23326], [-1.62019, -0.30895, 1.09424], [-0.88987, 1.41735, -2.80803]],
  "smiles": "Nc1ccccc1.O",
  "homo_lumo_gap_ev": 8.84,
  "e_homo_ev": -8.0703
}

---

<four> has the most favorable energy; the next structure is 5.6 kcal/mol above.